Entry 1:
{"formula": "C40H52FN8O7PSY", "method": "ωB97M-V with the def2-TZVPD basis set", "charge": -1, "lumo_energy_ha": 0.08316, "largest_force_ha_per_bohr": 0.01889, "e_homo_ev": -3.0, "relative_energy_kcal_mol": 76.1, "species": ["Y", "C", "C", "C", "C", "C", "C", "C", "C", "C", "H", "H", "H", "H", "H", "H", "H", "H", "H", "H", "H", "H", "C", "C", "O", "C", "C", "C", "N", "N", "C", "O", "C", "C", "C", "C", "C", "C", "H", "H", "H", "H", "H", "H", "H", "H", "H", "H", "H", "H", "O", "P", "N", "C", "C", "C", "C", "N", "C", "C", "C", "C", "N", "C", "C", "C", "C", "H", "H", "H", "H", "H", "H", "H", "H", "H", "H", "H", "H", "H", "H", "H", "H", "H", "H", "H", "H", "H", "H", "H", "H", "F", "C", "C", "N", "C", "C", "O", "O", "C", "O", "N", "C", "O", "H", "H", "H", "H", "S", "C", "N"], "coordinates": [[0.306890, -0.193272, 0.063128], [-4.533796, 0.735929, -1.312786], [-3.651807, 1.050343, -0.135172], [-3.559342, 0.169261, 0.936372], [-2.715531, 0.421015, 2.014221], [-2.641967, -0.529971, 3.177037], [-1.936712, 1.577627, 1.990752], [-2.022085, 2.487237, 0.938498], [-1.201150, 3.748088, 0.953263], [-2.897119, 2.216180, -0.106667], [-5.498781, 1.241921, -1.231005], [-4.718476, -0.336994, -1.382057], [-4.062640, 1.055187, -2.243218], [-4.156896, -0.736656, 0.925596], [-1.843611, -1.257481, 3.014939], [-3.586403, -1.059970, 3.310702], [-2.414046, 0.004048, 4.100391], [-1.264457, 1.787418, 2.816671], [-1.769817, 4.572123, 1.391761], [-0.906681, 4.031730, -0.056431], [-0.289405, 3.611044, 1.534392], [-2.958584, 2.908821, -0.941093], [3.890142, 2.465688, 1.241785], [3.173831, 1.216541, 0.793486], [1.945366, 1.128592, 1.126729], [3.840165, 0.299978, -0.016576], [3.114903, -0.801219, -0.547297], [3.100545, -1.010364, -2.028476], [2.237558, -1.498751, 0.147984], [2.478915, -1.518990, 1.532309], [1.494277, -1.361488, 2.351428], [0.251843, -1.024751, 2.081649], [1.822748, -1.574412, 3.795958], [3.058718, -2.082272, 4.193600], [3.335803, -2.278495, 5.536310], [2.385069, -1.970025, 6.503037], [1.155381, -1.461310, 6.113794], [0.876787, -1.265405, 4.767297], [3.495035, 3.321691, 0.690341], [4.965710, 2.404343, 1.085233], [3.679359, 2.629194, 2.299301], [4.775566, 0.599957, -0.471498], [4.084786, -0.800313, -2.458616], [2.264354, 0.886144, -2.220933], [2.797245, -2.010135, -2.321516], [3.788848, -2.311310, 3.429723], [4.299677, -2.674103, 5.833110], [2.604782, -2.124125, 7.552488], [0.410032, -1.213038, 6.859983], [-0.075616, -0.864352, 4.449963], [-0.759532, -2.129952, -0.420251], [-1.414145, -3.438056, -0.716695], [-2.758539, -3.198888, -1.629594], [-3.759226, -4.241834, -1.905085], [-3.969081, -4.173911, -3.415987], [-3.758804, -2.690570, -3.712835], [-2.577467, -2.322465, -2.824940], [-1.967988, -4.258794, 0.607503], [-3.091648, -3.701244, 1.380825], [-2.928913, -4.335024, 2.756409], [-1.411498, -4.369570, 2.924258], [-0.910998, -4.746537, 1.530814], [-0.319708, -4.442189, -1.394296], [1.092007, -4.087816, -1.642665], [1.545128, -5.156723, -2.629446], [0.690147, -6.369102, -2.262177], [-0.669873, -5.742349, -1.963999], [-4.694791, -4.009092, -1.383068], [-3.425803, -5.221328, -1.559223], [-4.948388, -4.548333, -3.716035], [-3.205289, -4.765728, -3.926826], [-4.647130, -2.124708, -3.416816], [-3.553435, -2.478376, -4.760734], [-2.554730, -1.276271, -2.532351], [-1.626849, -2.532958, -3.327221], [-4.044074, -3.941363, 0.906848], [-3.009005, -2.612056, 1.455390], [-3.334883, -5.350195, 2.751598], [-3.437480, -3.766230, 3.535044], [-1.074165, -5.070121, 3.687608], [-1.037241, -3.377129, 3.185653], [-0.795616, -5.828405, 1.417626], [0.051620, -4.278560, 1.317055], [1.665300, -4.110101, -0.711394], [1.160519, -3.094236, -2.077248], [2.615394, -5.348915, -2.563421], [1.324109, -4.816743, -3.643989], [1.080448, -6.844520, -1.358240], [0.634411, -7.122623, -3.048013], [-1.267046, -6.333974, -1.263634], [-1.247125, -5.624694, -2.889241], [3.573660, 3.787881, -3.674020], [2.457273, 3.240243, -4.186422], [1.320631, 3.220446, -3.487338], [0.162124, 2.688007, -3.995579], [-0.946812, 2.375376, -3.108405], [-0.545185, 1.504344, -1.925067], [-1.121179, 0.404358, -1.749790], [0.293050, 1.943166, -1.081881], [0.130320, 2.103690, -5.258112], [-0.869585, 1.640430, -5.755728], [1.318203, 2.197318, -5.959750], [2.541994, 2.679339, -5.526525], [3.533086, 2.649579, -6.225410], [1.269888, 3.595297, -2.475346], [-1.684651, 1.849733, -3.704578], [-1.380411, 3.299864, -2.713543], [1.316873, 1.712800, -6.845090], [1.165434, -1.681349, -4.371480], [1.260466, -0.175743, -3.609338], [2.092539, -0.061914, -2.533516]], "forces_ev_per_angstrom": [[-0.3, 0.5, -0.8], [0.0, 0.0, 0.0], [0.0, 0.0, 0.0], [0.0, 0.0, 0.0], [0.0, 0.0, 0.0], [0.0, 0.0, 0.0], [0.1, 0.0, 0.0], [0.0, 0.1, 0.0], [0.0, 0.0, 0.0], [0.0, 0.0, 0.0], [0.0, 0.0, 0.0], [0.0, 0.0, 0.0], [0.0, 0.0, 0.0], [0.0, 0.0, 0.0], [0.0, 0.0, 0.0], [0.0, 0.0, 0.0], [0.0, 0.0, 0.0], [0.0, 0.0, 0.0], [0.0, 0.0, 0.0], [0.0, 0.0, 0.0], [0.0, 0.0, 0.0], [0.0, 0.0, 0.0], [0.0, 0.0, 0.0], [0.0, 0.0, 0.0], [-0.1, -0.1, -0.1], [0.0, 0.0, 0.0], [0.0, -0.1, 0.2], [0.0, 0.0, -0.1], [0.4, -0.2, 0.3], [0.1, -0.1, 0.1], [0.0, 0.0, 0.1], [0.2, -0.3, 0.0], [0.0, 0.0, 0.0], [0.0, 0.0, 0.0], [0.0, 0.0, 0.0], [0.0, 0.0, 0.0], [0.0, 0.0, 0.0], [0.0, 0.0, 0.0], [0.0, 0.0, 0.0], [0.0, 0.0, 0.0], [0.0, 0.0, 0.0], [0.0, 0.0, 0.0], [0.0, 0.0, 0.0], [0.0, 0.0, 0.0], [0.0, 0.0, 0.0], [0.0, 0.0, 0.0], [0.0, 0.0, 0.0], [0.0, 0.0, 0.0], [0.0, 0.0, 0.0], [0.0, 0.0, 0.0], [0.0, 0.2, -0.1], [0.0, 0.0, 0.1], [0.0, 0.0, -0.1], [0.0, 0.0, 0.0], [0.0, 0.0, 0.0], [0.0, 0.0, 0.0], [0.0, 0.0, 0.0], [0.0, 0.0, 0.0], [0.0, 0.1, 0.0], [0.0, 0.0, 0.0], [0.0, 0.0, 0.0], [0.0, 0.0, 0.0], [0.0, 0.0, 0.0], [0.0, 0.0, 0.0], [0.0, 0.0, 0.0], [0.0, 0.0, 0.0], [0.0, 0.0, 0.0], [0.0, 0.0, 0.0], [0.0, 0.0, 0.0], [0.0, 0.0, 0.0], [0.0, 0.0, 0.0], [0.0, 0.0, 0.0], [0.0, 0.0, 0.0], [0.0, 0.0, 0.0], [0.0, 0.0, 0.0], [0.0, 0.0, 0.0], [0.0, -0.1, 0.0], [0.0, 0.0, 0.0], [0.0, 0.0, 0.0], [0.0, 0.0, 0.0], [0.0, 0.0, 0.0], [0.0, 0.0, 0.0], [0.0, 0.0, 0.0], [0.0, 0.0, 0.0], [0.0, 0.0, 0.0], [0.0, 0.0, 0.0], [0.0, 0.0, 0.0], [0.0, 0.0, 0.0], [0.0, 0.0, 0.0], [0.0, 0.0, 0.0], [0.0, 0.0, 0.0], [0.0, 0.0, 0.0], [0.0, 0.0, 0.0], [0.0, 0.0, 0.0], [0.0, 0.1, -0.1], [0.0, 0.0, 0.0], [0.0, 0.0, 0.0], [-0.2, -0.1, 0.2], [0.1, 0.0, -0.2], [0.1, 0.0, 0.1], [-0.1, 0.0, 0.0], [0.0, 0.0, 0.0], [0.0, 0.0, 0.0], [0.0, 0.0, 0.0], [0.0, 0.0, 0.0], [0.0, 0.0, 0.0], [0.0, 0.0, 0.0], [0.0, 0.0, 0.0], [0.0, 0.0, 0.0], [0.0, 0.0, 0.0], [-0.1, 0.0, 0.1]], "mulliken_charge": [-0.914, -1.706, 0.784, 0.185, 1.336, -1.591, -1.095, 0.748, -1.550, -0.471, 0.466, 0.193, 0.259, 0.335, -0.291, 0.432, 0.546, 0.200, 0.435, 0.163, 0.266, 0.598, -1.644, 1.264, -0.702, -1.869, 1.505, -1.167, 0.552, -0.882, 0.830, 0.806, 0.288, -0.573, -0.698, -0.398, -0.890, -0.359, 0.289, 0.443, 0.294, 0.262, 0.504, 0.313, 0.194, 0.435, 0.399, 0.384, 0.413, 0.439, 1.758, -2.061, 0.858, -0.664, -0.747, -0.721, 0.906, -0.109, 0.368, -0.959, 0.047, -0.239, 0.924, 1.384, -0.881, -0.792, -0.378, 0.343, 0.316, 0.476, 0.189, 0.255, 0.492, -0.860, -0.099, 0.220, -0.744, 0.346, 0.409, 0.493, -0.537, 0.352, 0.053, 0.182, -1.579, 0.497, 0.245, 0.304, 0.445, 0.351, 0.028, -0.377, 0.724, -0.447, 0.377, -1.907, 1.715, -0.770, -0.559, 0.375, -0.655, -0.024, 0.317, -0.671, 0.420, 0.393, -0.037, 0.246, -0.553, -0.240, 0.041]}



Entry 2:
{"formula": "C40H52N2O4", "method": "ωB97M-V with the def2-TZVPD basis set", "charge": 0, "lumo_energy_ha": -0.06444, "largest_force_ha_per_bohr": 0.04715, "e_homo_ev": -5.4, "species": ["C", "C", "O", "C", "C", "C", "C", "C", "C", "C", "C", "C", "O", "O", "C", "C", "O", "H", "H", "H", "H", "H", "H", "H", "H", "H", "H", "H", "H", "H", "H", "H", "H", "H", "H", "H", "H", "H", "C", "C", "N", "C", "C", "C", "C", "C", "C", "C", "C", "C", "C", "C", "C", "C", "C", "C", "N", "C", "C", "C", "C", "C", "C", "C", "C", "C", "C", "H", "H", "H", "H", "H", "H", "H", "H", "H", "H", "H", "H", "H", "H", "H", "H", "H", "H", "H", "H", "H", "H", "H", "H", "H", "H", "H", "H", "H", "H", "H"], "coordinates": [[3.366596, -3.107307, 3.444957], [1.887085, -2.897303, 3.565145], [1.646152, -1.482707, 3.543327], [0.327009, -1.221059, 3.583389], [-0.112155, 0.167618, 3.513203], [-1.580911, 0.433674, 3.325004], [-2.241263, -0.466649, 2.269650], [-3.749247, -0.266492, 2.165324], [-4.450820, -0.402935, 3.519627], [-3.799133, 0.482192, 4.580965], [-2.292327, 0.248760, 4.666221], [0.776674, 1.300946, 3.563235], [0.351937, 2.459507, 3.582001], [2.098085, 1.034221, 3.631122], [2.921759, 2.204752, 3.452003], [4.350065, 1.736767, 3.433981], [-0.473637, -2.159879, 3.691783], [3.586567, -4.161390, 3.617350], [3.708929, -2.846517, 2.440727], [3.932285, -2.509152, 4.163898], [1.364893, -3.369344, 2.722275], [1.498571, -3.328739, 4.496256], [-1.663294, 1.484394, 3.021285], [-1.748737, -0.296575, 1.303836], [-2.032112, -1.494436, 2.586898], [-3.940650, 0.732875, 1.757734], [-4.161832, -0.989451, 1.454248], [-5.518402, -0.165278, 3.427891], [-4.392255, -1.447759, 3.852645], [-3.980775, 1.541080, 4.346756], [-4.246085, 0.286616, 5.562331], [-2.074720, -0.779702, 4.991569], [-1.827835, 0.946499, 5.370205], [2.645474, 2.686860, 2.501234], [2.741963, 2.911889, 4.274367], [5.017851, 2.603801, 3.386374], [4.597418, 1.143793, 4.323806], [4.526279, 1.114023, 2.547625], [-1.008757, 9.792285, 6.755990], [-2.478724, 10.062512, 7.020328], [-3.333275, 8.952194, 6.673225], [-4.697197, 9.344174, 6.400906], [-5.694766, 8.217765, 6.596393], [-5.213644, 6.929621, 5.931719], [-3.789552, 6.610632, 6.259404], [-2.897695, 7.663499, 6.627363], [-1.546100, 7.336708, 6.950133], [-1.130901, 6.012711, 6.939389], [-1.988918, 4.950144, 6.533417], [-1.548446, 3.591415, 6.429849], [-0.225373, 3.184833, 6.559941], [0.259198, 1.877448, 6.602562], [1.599506, 1.562656, 6.990996], [2.625601, 2.537161, 6.891387], [3.900409, 2.313806, 7.377334], [4.231653, 1.050871, 7.950984], [5.497111, 0.802609, 8.382952], [6.583137, 1.746283, 8.248195], [6.339061, 2.798738, 7.180407], [4.938013, 3.385754, 7.315628], [5.888111, -0.447362, 8.991623], [4.734807, -1.167560, 9.665665], [3.511247, -1.242291, 8.752397], [3.217251, 0.049498, 8.055532], [1.961517, 0.300040, 7.536042], [-3.330175, 5.306822, 6.217867], [-0.588961, 8.429302, 7.305249], [-0.820057, 9.828718, 5.675734], [-0.418838, 10.583966, 7.226779], [-2.613702, 10.305655, 8.091258], [-2.807323, 10.942108, 6.450297], [-4.949240, 10.189714, 7.055606], [-4.770359, 9.718615, 5.362448], [-5.848364, 8.049796, 7.669680], [-6.651567, 8.522977, 6.166654], [-5.860197, 6.100136, 6.241122], [-5.323020, 7.028854, 4.840100], [-0.104141, 5.798417, 7.238906], [-2.316872, 2.835376, 6.261202], [0.510109, 3.981380, 6.675805], [-0.420514, 1.031007, 6.549844], [2.416374, 3.498379, 6.416373], [6.757310, 2.248623, 9.218793], [7.499969, 1.186145, 8.019451], [7.089078, 3.587032, 7.287247], [6.466995, 2.349842, 6.185430], [4.737269, 4.051814, 6.468956], [4.881919, 4.000244, 8.229406], [6.322555, -1.107219, 8.217859], [6.684606, -0.243612, 9.720070], [5.061243, -2.175919, 9.930500], [4.470029, -0.648483, 10.594915], [3.664528, -2.039178, 8.007718], [2.640034, -1.539285, 9.350230], [1.195164, -0.477579, 7.602575], [-4.023334, 4.516458, 5.925516], [0.403473, 8.180924, 6.912987], [-0.489068, 8.499491, 8.400245]], "forces_ev_per_angstrom": [[0.4, 0.0, -0.2], [0.0, 0.1, 0.0], [0.5, -0.8, 0.0], [-1.8, 1.4, 0.2], [1.7, -0.6, -0.2], [0.0, -0.1, 0.2], [0.2, -0.2, 0.2], [0.1, 0.2, 0.0], [0.0, -0.1, 0.0], [0.1, 0.0, 0.2], [-0.2, 0.0, -0.2], [-2.1, -1.2, 0.0], [0.5, 0.8, -0.1], [1.1, 0.9, -0.1], [-0.5, -0.3, 0.1], [0.3, -0.2, -0.2], [0.4, -0.1, 0.2], [0.1, 0.0, 0.0], [0.1, 0.0, 0.1], [-0.1, 0.0, 0.0], [0.0, 0.0, 0.3], [0.0, 0.1, -0.2], [-0.1, -0.1, 0.0], [-0.1, -0.1, 0.1], [-0.1, 0.2, -0.3], [-0.1, 0.0, 0.0], [-0.1, 0.1, 0.0], [0.1, 0.0, 0.0], [0.0, 0.1, 0.0], [0.0, 0.0, -0.1], [-0.1, 0.1, 0.0], [-0.1, 0.2, 0.1], [-0.3, -0.2, -0.1], [0.1, 0.0, 0.4], [0.0, -0.1, -0.3], [0.0, -0.1, 0.0], [-0.1, 0.1, -0.1], [0.0, 0.1, 0.2], [0.0, -0.1, -0.2], [0.4, 0.3, 0.5], [0.1, -0.1, 0.0], [-0.5, 0.1, -0.5], [0.0, -0.1, 0.2], [-0.5, 0.1, -0.4], [0.6, -0.2, 0.3], [0.0, -0.5, -0.1], [-0.3, -0.7, -0.1], [-0.5, 0.2, -0.4], [-0.1, 0.6, 0.1], [0.6, -0.4, 0.1], [-0.2, 0.5, -0.3], [0.1, -0.3, 1.0], [0.3, 0.2, -0.5], [0.3, -0.2, 0.5], [-0.6, -0.2, -0.3], [-0.4, -0.1, -0.1], [-0.3, 0.1, 0.0], [0.4, 0.6, 0.2], [0.0, -0.1, -0.2], [0.3, 0.4, 0.0], [0.1, -0.7, -0.1], [-0.2, 0.2, 0.1], [0.1, -0.7, 0.0], [-0.2, 0.6, -0.2], [-0.2, 0.3, 0.0], [0.4, 0.0, 0.2], [0.4, 0.4, 0.4], [0.0, 0.0, 0.1], [0.0, -0.1, -0.1], [0.0, 0.0, -0.2], [0.1, -0.2, 0.1], [0.1, -0.2, -0.1], [0.1, 0.0, 0.2], [0.0, 0.0, -0.1], [0.0, 0.0, 0.1], [0.1, 0.1, -0.1], [0.0, 0.0, 0.2], [-0.3, 0.1, -0.1], [0.1, 0.1, -0.1], [-0.2, -0.3, 0.0], [0.0, 0.2, -0.1], [0.1, -0.3, 0.2], [0.0, -0.2, -0.2], [-0.2, 0.1, 0.0], [0.0, -0.1, -0.1], [-0.1, 0.1, 0.2], [0.0, -0.1, 0.2], [0.1, -0.1, -0.2], [0.0, 0.2, 0.2], [-0.2, 0.0, -0.1], [0.0, 0.1, 0.1], [0.0, 0.0, -0.1], [0.0, 0.2, 0.1], [0.1, 0.0, -0.2], [0.2, 0.2, 0.0], [0.1, 0.1, 0.0], [-0.1, 0.0, 0.1], [0.0, 0.0, -0.2]], "mulliken_charge": [-1.248, -0.196, -0.216, 1.353, -0.449, 0.145, -0.936, -0.813, -0.806, -0.768, 1.120, -0.281, -0.805, -0.060, -0.018, -1.231, -0.792, 0.422, 0.292, 0.231, 0.279, 0.291, 0.751, 0.356, 0.276, 0.329, 0.408, 0.376, 0.363, 0.248, 0.405, 0.383, -1.821, 0.376, 0.102, 0.415, 0.106, 0.385, -0.859, -0.756, -0.053, -0.791, -0.851, -0.872, 0.529, 0.457, 0.492, -1.084, 0.942, -0.481, 0.568, -0.465, 0.979, -0.186, -0.084, 0.568, -0.009, -0.832, -0.794, -0.978, -0.790, -0.854, -0.996, 0.245, -1.149, -1.326, -0.874, 0.342, 0.360, 0.308, 0.485, 0.503, 0.316, 0.330, 0.364, 0.400, 0.309, 0.617, 0.348, -0.470, 0.718, 0.332, 0.327, 0.516, 0.363, 0.291, 0.397, 0.311, 0.305, 0.518, 0.373, 0.327, 0.310, 0.417, 0.453, 0.469, 0.406, 0.293]}



| no. | gap between HOMO and LUMO (eV) |
| --- | --- |
| 1 | 5.310 |
| 2 | 3.664 |